# 1
16
Properties=species:S:1:pos:R:3:forces:R:3 method="wB97M-V/def2-TZVPD" gap_ev=8.6 relative_energy_kcal_mol=167.7 homo_ev=-7.947 max_force_ha_per_bohr=0.1255
C -0.677824 1.427766 -0.399820 -0.027 -1.716 0.252
C 0.637757 0.728758 -0.889833 -0.699 1.228 -1.772
C 0.464410 -0.696574 -1.340344 -1.117 -1.249 -1.664
C 0.500330 -1.754010 -0.134067 -1.798 5.740 2.338
C 0.715456 0.970037 0.551378 -2.486 2.980 -1.081
H -1.581775 -0.611700 -0.043790 -0.589 5.340 -0.631
H -1.131615 2.503007 -0.696269 1.721 -2.677 0.898
H 1.274962 1.345189 -1.585070 -0.583 -0.644 1.006
H -0.836509 -0.553365 -1.912619 4.046 -1.306 1.455
H 1.278786 -1.001408 -2.164631 -2.135 0.706 1.725
H 0.351449 -2.745870 -0.392806 -0.101 -1.849 0.081
H -0.528969 0.301568 2.129264 3.910 -1.418 -2.190
H 1.093300 1.934413 0.899755 0.567 -0.799 0.228
N 0.260030 -1.333313 1.161884 1.112 -2.205 -4.534
N 0.447550 -0.027321 1.470927 -4.013 1.056 3.429
O -1.839182 0.537093 -0.173425 2.193 -3.186 0.460

# 2
49
Properties=species:S:1:pos:R:3:forces:R:3 method="wB97M-V/def2-TZVPD" gap_ev=4.9 charge=-1 homo_ev=-3.097 max_force_ha_per_bohr=0.0161
C -2.245331 2.300379 0.283420 0.344 0.344 -0.417
C -2.027086 3.737291 -0.225645 -0.316 -0.315 -0.058
C -1.196844 3.808729 -1.512787 -0.114 -0.333 -0.078
C 0.065006 2.936709 -1.511007 0.226 0.518 0.239
Al 1.559751 3.605445 -0.288734 -0.475 0.205 -0.432
P 2.474922 1.889193 1.066145 0.797 0.142 0.180
C 1.576371 1.997583 2.711482 -0.674 -0.184 -0.192
C 0.705569 0.783298 3.078810 0.254 0.694 0.053
C 2.139669 0.195123 0.354207 0.171 -0.139 0.389
C 2.235853 0.178006 -1.167338 0.112 -0.538 -0.160
H -1.399238 1.980127 0.890972 -0.065 -0.104 0.103
H -2.282234 1.624438 -0.572786 -0.181 -0.139 0.077
H -3.175422 2.216603 0.845270 0.054 -0.068 0.154
H -1.571963 4.340187 0.560629 0.016 0.060 0.000
H -3.020688 4.141659 -0.449510 0.075 0.279 0.101
H -0.941176 4.855100 -1.708146 0.053 0.031 0.034
H -1.859836 3.511575 -2.342023 -0.054 0.001 0.021
H 0.469315 2.934127 -2.530388 0.073 -0.141 -0.005
H -0.178636 1.905114 -1.252594 -0.137 -0.070 -0.097
H 1.026730 4.740160 0.753231 -0.056 -0.058 0.159
H 2.687152 4.318636 -1.217460 0.147 -0.124 -0.023
H 0.910042 2.862778 2.658274 0.093 0.089 -0.023
H 2.284902 2.212102 3.511931 0.100 -0.117 0.004
H 0.035458 0.554461 2.252558 -0.016 -0.207 0.024
H 1.337804 -0.071390 3.321439 -0.157 -0.209 -0.051
H 0.085894 1.042624 3.941735 0.028 -0.214 0.117
H 2.913820 -0.473272 0.744954 0.028 0.015 0.021
H 1.198569 -0.237410 0.684617 -0.112 0.147 -0.159
H 2.992087 0.871031 -1.542130 -0.125 0.160 0.000
H 1.276246 0.363877 -1.648289 0.042 0.311 0.059
H 2.556107 -0.817950 -1.498357 -0.002 -0.005 -0.019
C -0.454148 -2.981194 2.174800 -0.057 -0.019 -0.065
C -0.767045 -2.027056 1.119186 0.009 0.112 -0.007
N -0.998621 -1.259188 0.297857 -0.169 -0.182 -0.081
H -0.646079 -3.996071 1.824605 0.126 0.166 0.109
H 0.592729 -2.887210 2.458233 0.007 0.011 -0.016
H -1.076738 -2.777215 3.044663 0.023 0.005 0.021
C 1.290355 -1.586528 -4.232134 -0.008 -0.009 -0.002
C 2.623096 -2.124284 -4.480349 0.063 0.030 -0.006
N 3.670769 -2.545085 -4.687763 -0.054 -0.030 -0.011
H 0.884396 -2.008362 -3.314942 -0.001 0.037 0.028
H 1.336395 -0.504441 -4.126214 0.016 0.004 0.040
H 0.636343 -1.839071 -5.064817 -0.015 0.007 -0.001
C -3.426421 -6.306764 0.989550 0.021 0.023 0.006
C -2.032494 -6.273444 1.414851 0.080 -0.076 -0.006
N -0.932972 -6.247404 1.743673 -0.127 -0.117 -0.015
H -4.017462 -5.639784 1.613887 -0.015 0.005 -0.007
H -3.501090 -5.983767 -0.046704 -0.011 0.007 -0.006
H -3.813822 -7.319463 1.079140 -0.014 -0.003 -0.003

# 3
9
Properties=species:S:1:pos:R:3:forces:R:3 method="wB97M-V/def2-TZVPD" gap_ev="5.8 / 5.8" charge=-2 relative_energy_kcal_mol=59.2 homo_ev="1.422 / 1.423" max_force_ha_per_bohr=0.0664
N -0.591667 -1.826323 0.330597 -3.128 -1.361 -0.089
O 0.340378 1.754390 -0.179926 -1.405 -1.725 2.108
O 1.674929 -0.195719 0.852560 0.402 -0.088 0.670
O 2.104946 0.663747 -1.550667 0.294 -0.187 -0.696
P -0.584862 -0.973196 -1.016688 0.324 0.434 0.917
P 1.181486 0.389872 -0.411759 0.267 0.117 -0.866
H -1.606432 -2.315950 0.412542 2.807 1.005 -0.498
H -0.310138 1.373096 0.569320 0.310 1.718 -1.558
H -2.208644 1.130080 0.994023 0.128 0.087 0.011

# 4
17
Properties=species:S:1:pos:R:3:forces:R:3 method="wB97M-V/def2-TZVPD" gap_ev=3.5 charge=-3 relative_energy_kcal_mol=0.0 homo_ev=2.915 max_force_ha_per_bohr=0.0455
Al -0.335489 0.947414 0.889991 -0.997 0.180 -2.108
P 0.904358 0.323041 -2.151922 -1.383 -0.032 -1.107
O 0.249015 -0.676505 -1.176742 -0.051 -0.169 1.352
O -0.044481 0.460373 -3.401384 1.002 -0.046 0.482
O 2.333491 -0.093894 -2.479115 0.157 0.103 0.019
O 0.789653 1.737378 -1.513670 0.187 0.314 0.766
P -3.367930 1.738847 -0.168790 -1.784 0.654 0.745
O -2.186887 1.416122 -1.085011 1.963 -0.758 -0.981
O -2.827972 1.769875 1.282740 0.458 -0.773 0.346
O -4.467664 0.658617 -0.440475 0.970 1.644 0.453
O -3.638131 3.229420 -0.580771 -0.499 -1.172 0.020
C 2.125324 -2.060513 2.147018 0.197 0.434 -0.868
O 1.696328 -1.128581 1.170650 0.238 -0.354 0.941
H 3.213368 -1.955289 2.239514 0.141 -0.521 0.249
H 1.692434 -1.866773 3.128717 -0.270 0.273 -0.148
H 1.826996 -3.060833 1.818843 0.258 -0.262 0.304
H 2.037588 -1.438700 0.320406 -0.589 0.484 -0.466

Copy entry 1 word for word.
16
Properties=species:S:1:pos:R:3:forces:R:3 method="wB97M-V/def2-TZVPD" gap_ev=8.6 relative_energy_kcal_mol=167.7 homo_ev=-7.947 max_force_ha_per_bohr=0.1255
C -0.677824 1.427766 -0.399820 -0.027 -1.716 0.252
C 0.637757 0.728758 -0.889833 -0.699 1.228 -1.772
C 0.464410 -0.696574 -1.340344 -1.117 -1.249 -1.664
C 0.500330 -1.754010 -0.134067 -1.798 5.740 2.338
C 0.715456 0.970037 0.551378 -2.486 2.980 -1.081
H -1.581775 -0.611700 -0.043790 -0.589 5.340 -0.631
H -1.131615 2.503007 -0.696269 1.721 -2.677 0.898
H 1.274962 1.345189 -1.585070 -0.583 -0.644 1.006
H -0.836509 -0.553365 -1.912619 4.046 -1.306 1.455
H 1.278786 -1.001408 -2.164631 -2.135 0.706 1.725
H 0.351449 -2.745870 -0.392806 -0.101 -1.849 0.081
H -0.528969 0.301568 2.129264 3.910 -1.418 -2.190
H 1.093300 1.934413 0.899755 0.567 -0.799 0.228
N 0.260030 -1.333313 1.161884 1.112 -2.205 -4.534
N 0.447550 -0.027321 1.470927 -4.013 1.056 3.429
O -1.839182 0.537093 -0.173425 2.193 -3.186 0.460